94
Properties=species:S:1:pos:R:3:forces:R:3:mulliken_charge:R:1 method="wB97M-V/def2-TZVPD" multiplicity=1 e_above_lowest_kj_mol=279.0 total_energy_ev=-104314.4812 charge=0 lumo_energy_ev=-1.68
C 12.002170 5.932103 3.717561 -0.508 -0.154 0.159 -1.44
C 10.545763 5.425612 3.539849 0.818 2.092 0.928 -0.68
C 10.304519 4.010835 3.177340 -1.254 -0.382 -0.874 -0.38
C 10.362913 3.844375 1.630350 1.079 -0.784 1.019 -0.88
P 10.334425 2.110609 1.099926 0.180 0.003 -0.498 1.22
C 8.897213 1.297361 1.868497 0.558 0.563 0.471 -0.82
C 7.646765 2.062205 1.477314 -0.458 -0.222 -1.126 -0.40
C 6.353538 1.855740 2.243830 -0.042 0.201 1.025 -0.62
C 5.721839 0.471058 2.173906 -0.083 -0.554 -0.353 -1.36
C 11.823626 1.185586 1.645233 -0.099 -0.628 0.156 -1.07
C 11.767705 -0.387709 1.632074 -0.063 0.197 -1.533 -0.76
C 12.214834 -0.991623 0.217353 -1.396 0.118 1.271 -0.07
C 13.673852 -1.230369 0.151397 1.096 0.159 -0.062 -1.35
C 10.225799 2.077979 -0.711992 0.929 1.804 0.331 -0.75
C 11.293583 3.033073 -1.459324 0.357 -0.873 -0.768 -0.61
C 11.334247 2.635165 -2.989751 -1.864 -0.648 0.974 -0.76
C 9.993544 2.902546 -3.700231 0.077 0.166 -0.433 -0.83
H 12.542035 5.969573 2.771386 -0.097 -0.065 -0.145 0.35
H 12.619854 5.364209 4.413309 -0.174 -0.160 0.137 0.35
H 11.944258 6.959435 4.077183 0.135 -0.008 0.018 0.39
H 10.130393 6.177033 2.868323 -0.333 -0.493 -0.705 0.18
H 9.905905 5.606012 4.403642 0.619 0.213 0.625 0.51
H 9.328933 3.815870 3.622655 -0.395 -0.498 -0.628 0.25
H 10.944838 3.316714 3.721654 0.492 0.047 -0.252 0.35
H 11.346518 4.246644 1.387882 0.223 -0.139 -0.451 0.80
H 9.674004 4.427223 1.018968 -0.390 -0.028 0.309 0.20
H 9.066917 1.342965 2.944233 0.179 -0.064 0.213 0.43
H 8.896994 0.246299 1.579772 -0.203 0.030 -0.055 0.73
H 7.497761 1.719812 0.453273 -0.545 0.180 -0.272 0.37
H 7.803684 3.132655 1.344588 0.270 0.077 0.311 -0.16
H 5.677338 2.658218 1.949043 -0.237 -0.311 -0.651 0.52
H 6.400951 2.119595 3.300344 0.837 -0.031 0.206 0.16
H 4.745838 0.552007 1.695405 -0.031 -0.359 0.154 0.31
H 5.646161 -0.054996 3.125551 -0.404 0.529 0.320 0.34
H 6.299597 -0.277202 1.631316 0.198 0.311 -0.642 0.37
H 11.994011 1.570327 2.650745 0.159 -0.111 0.144 0.59
H 12.693816 1.450413 1.044610 -0.077 0.447 -0.062 0.41
H 10.775593 -0.776153 1.862114 -0.021 0.192 0.114 0.29
H 12.436890 -0.789205 2.393069 0.054 0.171 0.029 0.49
H 11.954798 -0.321994 -0.602455 -0.307 0.093 0.074 -0.06
H 11.670580 -1.925434 0.076314 -0.130 0.028 -0.128 0.44
H 14.008450 -1.486716 -0.853808 -0.026 0.077 -0.040 0.38
H 14.029097 -2.024984 0.807508 -0.099 0.092 0.183 0.34
H 14.139544 -0.287043 0.436684 0.574 -0.090 -0.007 0.31
H 9.291543 2.572968 -0.977046 -0.500 -0.636 0.051 -0.06
H 10.265439 1.003763 -0.892503 -0.038 0.144 -0.896 0.60
H 12.303809 2.965001 -1.055701 0.101 -0.445 0.201 0.51
H 11.057553 4.090745 -1.342121 -0.622 -0.079 0.101 0.38
H 11.377049 1.546767 -2.949111 0.597 -0.189 -0.230 0.25
H 12.113870 3.002310 -3.657200 0.363 0.228 0.742 0.41
H 9.914698 3.924289 -4.071617 -0.015 0.084 0.169 0.34
H 9.088255 2.686733 -3.132803 0.202 0.013 0.263 0.10
H 9.938629 2.248340 -4.570342 -0.003 0.022 -0.160 0.42
Cl 7.422250 5.621176 -1.081499 1.585 0.874 -2.221 1.74
O 8.788854 6.097308 -1.364332 -0.656 -0.994 0.939 -0.72
O 7.021926 6.018271 0.216980 -0.090 0.076 1.874 -0.59
O 6.582968 6.227345 -2.049755 -1.159 0.400 -0.724 -0.75
O 7.333546 4.187167 -1.225230 0.395 -0.706 0.272 -0.66
C 6.054076 11.156966 -4.266117 0.348 -0.301 -0.222 -0.78
C 6.795505 12.135513 -3.782447 1.934 3.081 -0.911 0.46
C 7.337724 12.204609 -2.424783 0.286 -0.154 2.076 0.60
O 8.041552 13.083407 -1.930657 -0.468 0.010 -1.519 -0.63
C 6.943238 11.099889 -1.615880 -1.283 -2.187 0.482 -0.60
C 6.181673 10.049777 -2.036941 0.436 -0.575 0.251 0.50
C 5.721281 9.905192 -3.502662 -1.091 0.667 -2.617 0.58
O 5.110375 9.008731 -4.125781 1.708 1.562 3.052 -0.58
O 5.890268 9.065509 -1.156912 -0.017 0.959 -1.038 -0.46
O 7.235066 13.189071 -4.585773 -1.217 -1.544 -0.166 -0.55
H 5.904926 11.335731 -5.320729 -0.714 -0.874 -0.214 0.39
H 7.216015 11.035853 -0.572866 0.241 0.346 0.057 0.47
H 5.481658 8.383104 -1.694463 -0.202 -0.978 0.090 0.26
H 7.715719 13.857789 -4.092429 0.138 -0.130 0.704 0.34
C 5.947431 3.189612 -6.728469 0.102 2.799 2.059 -0.68
C 6.323090 2.834233 -5.456624 0.751 0.925 0.592 0.28
C 6.585096 1.432252 -5.121446 0.556 -2.309 1.338 1.04
O 6.991323 1.046243 -4.002678 -0.940 1.166 -2.145 -0.59
C 6.395651 0.532364 -6.243455 -0.168 -0.417 -0.564 -1.15
C 6.034278 0.943485 -7.474202 -0.483 -0.374 -1.604 0.72
C 5.695834 2.389235 -7.882163 0.935 -0.413 0.913 0.44
O 5.397602 2.815537 -8.997778 0.272 -1.548 1.437 -0.60
O 5.954869 0.084667 -8.507015 0.045 -0.188 0.744 -0.55
O 6.714192 3.689650 -4.474921 -0.950 0.879 -2.395 -0.38
H 5.863396 4.253079 -6.896939 -0.072 0.263 0.024 0.46
H 6.558376 -0.528169 -6.120185 0.127 -0.033 0.188 0.40
H 5.607514 0.598759 -9.239582 -0.132 0.183 -0.649 0.33
H 6.717345 3.373150 -3.568608 0.014 -0.817 0.251 0.26
O 9.767550 8.014197 0.778647 0.395 0.112 0.538 -0.67
H 9.477724 8.739276 0.225026 -0.083 0.099 -0.172 0.26
H 9.188228 7.288475 0.546380 -0.284 -0.253 -0.370 0.37
C 5.411216 5.933918 3.466178 -0.148 1.348 -0.547 0.19
Cl 5.495550 4.578084 4.549572 -0.225 -0.531 0.110 -0.16
Cl 5.521505 7.463155 4.400162 0.376 -0.126 -0.195 -0.18
H 6.197493 5.858267 2.715084 0.104 0.201 0.311 -0.16
H 4.468486 6.085214 2.940380 -0.050 -0.831 0.243 0.32



87
Properties=species:S:1:pos:R:3:forces:R:3:mulliken_charge:R:1 method="wB97M-V/def2-TZVPD" multiplicity=3 e_above_lowest_kj_mol=0.0 total_energy_ev=-106800.1702 charge=0 s_squared=2.063 lumo_energy_ev="0.56 / 0.49"
Cr 0.187221 -1.528628 0.364824 0.171 -0.314 0.419 0.11
O -1.307352 -2.031357 1.598793 0.118 0.015 -0.246 -0.45
N -1.420290 -3.296522 2.036168 -0.041 0.021 0.007 0.60
C -2.396317 -3.524780 2.945223 0.002 0.014 -0.030 -0.32
C -2.618458 -4.772469 3.444912 0.016 -0.005 -0.004 -0.90
C -1.806219 -5.823126 2.989776 -0.039 -0.013 0.034 -0.11
C -0.827173 -5.571559 2.071743 0.045 0.049 -0.043 -1.03
C -0.604439 -4.271028 1.561735 -0.043 -0.086 0.049 0.85
S 0.611012 -3.895790 0.435331 -0.011 0.096 -0.042 -0.54
H -2.953015 -2.639733 3.213707 -0.014 -0.019 0.009 0.37
H -3.402502 -4.924654 4.170849 0.001 -0.007 0.002 0.42
H -1.953926 -6.827737 3.362832 -0.002 0.000 0.000 0.39
H -0.183354 -6.355098 1.699407 -0.002 -0.006 0.006 0.43
C -0.629422 -3.676002 -2.782012 0.034 -0.006 -0.014 -1.59
C -0.891387 -2.210624 -2.443656 -0.070 -0.087 0.049 1.13
C 0.090798 -1.288266 -3.123475 -0.013 0.014 -0.076 0.31
C -0.202748 -0.961222 -4.441897 0.002 -0.016 0.018 0.00
C 0.639075 -0.164104 -5.195930 0.001 0.008 0.003 -1.39
C 1.768033 0.355645 -4.594576 -0.016 0.026 0.013 -0.08
C 2.093770 0.079994 -3.268703 -0.012 0.005 -0.010 0.82
C 3.258697 0.871786 -2.709034 -0.022 -0.007 0.016 -0.60
C 4.624913 0.400929 -3.205477 0.038 -0.014 -0.023 -1.56
C 1.277472 -0.809948 -2.535481 0.019 -0.010 0.046 -0.72
N 1.543919 -1.153439 -1.189487 -0.095 0.020 -0.014 0.69
C 2.769706 -1.260693 -0.749982 0.040 0.049 -0.033 -0.42
C 2.994123 -1.315304 0.636032 -0.008 -0.039 0.027 -0.25
C 4.159054 -1.389158 1.419508 0.003 0.021 0.004 -0.99
C 3.734435 -1.347266 2.740201 -0.036 -0.042 -0.011 -1.04
C 2.327050 -1.268346 2.707803 0.044 0.081 0.053 -0.88
N 1.883343 -1.227296 1.453110 -0.098 -0.042 -0.139 1.06
H -1.338508 -4.329935 -2.274034 -0.002 -0.002 0.000 0.40
H 0.373085 -3.970226 -2.472853 -0.005 0.002 -0.007 0.33
H -0.715825 -3.830077 -3.858983 -0.003 -0.003 -0.001 0.39
H -0.932833 -2.109040 -1.351525 0.024 0.045 -0.144 -1.14
H -1.897689 -1.935048 -2.770078 0.004 -0.018 -0.021 0.63
H -1.117201 -1.347545 -4.878955 -0.001 0.002 -0.001 0.48
H 0.398432 0.077868 -6.222728 0.001 -0.001 -0.002 0.37
H 2.403165 1.040068 -5.146566 0.001 -0.001 -0.003 0.42
H 3.237545 0.893269 -1.621867 0.008 -0.061 0.027 0.04
H 3.118487 1.910077 -3.025994 0.012 -0.012 -0.006 0.59
H 4.833602 -0.631659 -2.919512 -0.007 0.018 0.001 0.32
H 5.421559 1.029182 -2.805081 0.001 0.002 0.004 0.44
H 4.676046 0.444541 -4.294493 -0.004 0.005 0.000 0.38
H 3.611091 -1.296212 -1.434479 -0.001 0.016 -0.008 0.44
H 5.173639 -1.451530 1.057953 -0.002 0.005 -0.018 0.54
H 4.349293 -1.375262 3.625424 -0.001 -0.006 0.003 0.45
H 1.644075 -1.246394 3.545898 -0.011 0.003 -0.018 0.63
C -2.667570 1.289533 -2.456530 -0.016 0.008 -0.021 -0.82
Si -1.577933 2.399230 -1.415538 -0.016 -0.017 0.044 0.72
C -2.575891 3.894146 -0.886833 -0.013 0.026 -0.071 -1.08
C -0.102413 2.966758 -2.415934 0.009 0.029 -0.011 -0.53
Sb -0.692107 1.030886 0.546964 -0.096 0.183 0.004 -1.03
Si -2.613352 1.059498 2.227874 0.063 0.041 0.061 0.72
C -4.054458 0.160294 1.438475 -0.009 0.015 0.021 -1.02
C -3.160400 2.784766 2.731889 -0.052 -0.008 -0.020 -1.11
C -2.035000 0.167349 3.773518 -0.019 -0.014 0.032 -0.64
Si 0.974768 2.651427 1.598502 0.054 -0.036 -0.033 0.39
C 1.029712 2.356376 3.444829 0.023 0.012 0.030 -0.99
C 0.522043 4.445031 1.282707 0.019 0.025 0.002 -1.11
C 2.640687 2.290006 0.835835 0.022 0.002 0.032 -0.43
H -3.001376 1.825201 -3.349910 -0.009 0.001 0.004 0.44
H -3.553300 0.963037 -1.907608 0.009 -0.004 0.016 0.27
H -2.119136 0.405431 -2.782278 0.018 -0.006 -0.007 -0.03
H -2.862169 4.441941 -1.790603 -0.016 0.022 0.029 0.37
H -2.009113 4.572496 -0.250417 0.031 0.009 0.031 0.30
H -3.491793 3.619312 -0.363447 -0.013 -0.044 0.015 0.25
H -0.435459 3.612135 -3.234028 0.013 -0.009 -0.008 0.53
H 0.420310 2.113160 -2.849592 0.016 -0.040 -0.019 -0.23
H 0.610113 3.532380 -1.810993 -0.019 -0.014 -0.008 0.19
H -4.459991 0.729061 0.598734 0.011 -0.008 -0.017 0.30
H -4.860358 0.023301 2.165578 0.002 -0.021 -0.013 0.42
H -3.737581 -0.817795 1.073606 -0.003 -0.022 0.002 0.16
H -3.729762 3.279082 1.943886 0.027 0.020 -0.020 0.29
H -2.318198 3.426927 2.993614 0.036 -0.006 0.008 0.24
H -3.806712 2.711310 3.611756 -0.003 0.005 -0.005 0.40
H -1.479504 -0.736426 3.522690 -0.017 0.067 -0.001 -0.10
H -2.902440 -0.110130 4.381127 -0.005 0.009 0.012 0.39
H -1.399947 0.809011 4.385098 0.029 0.036 0.006 0.37
H 0.117533 2.706478 3.930706 -0.036 -0.017 0.022 0.26
H 1.868852 2.915994 3.868711 -0.006 -0.012 0.016 0.44
H 1.173112 1.301035 3.684051 0.003 0.025 -0.033 0.21
H -0.479544 4.688520 1.639524 -0.025 -0.011 0.023 0.22
H 0.573167 4.692884 0.220623 -0.016 0.000 0.011 0.28
H 1.230864 5.091849 1.808566 -0.004 0.002 -0.011 0.42
H 2.942346 1.255318 1.023543 -0.020 0.051 -0.011 -0.03
H 3.400300 2.952653 1.260627 0.006 -0.003 -0.001 0.54
H 2.617720 2.454251 -0.243693 -0.007 0.009 0.012 0.03